# C4H5CuO6

A structure of composition C4H5CuO6 in a non-equilibrium geometry (ωB97M-V with the def2-TZVPD basis set, the Open Molecules 2025 dataset).

## Properties
Spin multiplicity: 3
E_LUMO (spin up / spin down) (eV): 0.2 / -1.5
Total energy (eV): -61146.009
Relative energy (zero: lowest compared OMol25 entry of this formula, charge and spin) (kcal/mol): 92.0
Orbital gap (spin up / spin down) (eV): 6.8270 / 7.0953
<S²>: 2.003

Geometry as XYZ:
```
16
C4H5CuO6, DFT ωB97M-V with the def2-TZVPD basis set
O 1.41314 -2.14408 -0.25195
C 1.74189 -1.04945 -0.77659
O 2.92541 -0.83111 -1.14661
O 0.84699 -0.09650 -1.03145
Cu 3.17880 -2.68010 -0.65330
C -0.88601 -0.80842 -1.14306
C -0.64702 0.49424 -0.46131
H -0.93730 -0.74283 -2.23515
H -0.99128 -1.65946 -0.46366
H -0.67121 1.44725 -0.99123
O -0.62920 0.43202 0.95176
C -0.73462 1.58251 1.60800
O -0.84151 2.67858 1.11788
O -0.77401 1.31386 2.90470
H -1.01453 2.11176 3.39319
H -1.97953 -0.04827 -0.82121
```